ORCA calculation (ωB97M-V/def2-TZVPD) on a 2-piece molecular cluster, C7H13FN overall.

charge	+1
DFT total energy	-428.65917	Ha
HOMO energy (spin up / spin down)	-12.19 / -12.85	eV
energy above the lowest of the compared OMol25 structures with the same formula, charge and spin	590.8	kJ/mol
maximum force	5.63	eV/Å

The geometry in XYZ format:
```
22
Properties=species:S:1:pos:R:3:forces:R:3:lowdin_charge:R:1
C 3.55264 -1.23529 -0.75059 -0.574 -0.012 0.822 0.2113
C 3.03635 -0.41099 -0.02366 1.304 -0.193 -1.110 -0.1228
C -0.73389 -0.00547 1.63690 2.101 0.721 -2.432 -0.0240
C 0.17611 -1.30914 -0.20031 -1.491 1.473 1.608 -0.0612
C -1.70978 0.93810 -1.15033 2.274 4.916 -1.555 0.0551
C 2.58616 0.68348 0.66190 -3.127 1.706 2.824 -0.1044
C 0.13933 0.10721 0.40227 -0.076 -3.359 0.624 -0.2665
N -0.31752 1.09322 -0.60880 1.242 2.656 3.148 0.0182
F 2.33973 1.88327 0.08112 0.520 0.059 -1.348 -0.0055
H 3.94380 -2.08928 -1.25442 0.089 0.112 -0.204 0.0619
H -0.27835 -0.68821 2.26187 0.690 -1.526 1.409 0.0825
H -0.76293 0.89861 2.07585 -0.321 3.173 2.102 0.0536
H -1.69618 -0.27522 1.37845 -2.106 -0.920 -0.466 0.0669
H 0.62533 -2.09630 0.33993 1.220 -0.269 0.997 0.0895
H -0.79224 -1.75643 -0.35404 -1.090 0.355 0.076 0.0962
H 0.54722 -1.24715 -1.12606 1.978 -0.180 -3.660 0.0325
H -2.01838 1.98676 -1.50904 0.252 -1.740 0.481 0.1511
H -1.55721 0.33229 -1.95138 -0.259 -1.858 -2.382 0.0726
H -2.36783 0.57730 -0.48089 -1.907 -1.207 2.464 0.0591
H 2.62732 0.99168 1.75705 0.330 -1.634 -1.345 0.1620
H 0.44237 1.15255 -1.26115 0.069 -0.453 -1.441 0.1536
H -0.11575 2.06500 -0.15220 -1.116 -1.820 -0.612 0.2182
```
Forces are in eV/Å.